Record 1
{"formula": "C25H43F3O3P2STi", "method": "wB97M-V/def2-TZVPD", "species": ["Ti", "C", "C", "C", "C", "C", "C", "H", "H", "H", "C", "H", "H", "H", "C", "H", "H", "H", "C", "H", "H", "H", "C", "H", "H", "H", "C", "C", "C", "C", "C", "C", "C", "C", "H", "H", "H", "H", "H", "H", "H", "H", "H", "H", "H", "H", "P", "P", "C", "C", "H", "H", "H", "H", "C", "H", "H", "H", "C", "H", "H", "H", "C", "H", "H", "H", "C", "H", "H", "H", "F", "C", "F", "F", "S", "O", "O", "O"], "xyz": [[-0.2817, 0.0102, -0.3809], [-1.8856, 1.7446, -1.3884], [-1.6363, 0.5147, -2.1275], [-3.3684, 0.1708, -0.5951], [-2.9526, 1.5140, -0.4828], [-2.5520, -0.4899, -1.5671], [-1.3639, 3.0916, -1.7444], [-0.6321, 3.0545, -2.5506], [-0.9221, 3.5979, -0.8660], [-2.2081, 3.7190, -2.0891], [-3.6462, 2.5886, 0.2687], [-2.9405, 3.3812, 0.5335], [-4.0929, 2.2092, 1.1877], [-4.4451, 3.0242, -0.3500], [-4.5418, -0.4016, 0.1018], [-5.4765, -0.0314, -0.3437], [-4.5453, -0.0970, 1.1561], [-4.5518, -1.4904, 0.0715], [-2.8736, -1.7923, -2.1935], [-3.7413, -1.7062, -2.8798], [-3.1347, -2.5602, -1.4478], [-2.0275, -2.1648, -2.7816], [-0.9119, 0.3860, -3.4202], [-1.6457, 0.4296, -4.2369], [-0.3638, -0.5620, -3.5270], [-0.2147, 1.2187, -3.5823], [3.9012, 0.7081, 0.4988], [3.7282, 1.5421, -0.5425], [3.9041, 1.1757, -1.9825], [3.5862, -0.2889, -2.3636], [2.4151, -0.9380, -1.6371], [2.6022, -1.6423, -0.4805], [3.9172, -1.8486, 0.1892], [4.7128, -0.5439, 0.4791], [4.9409, 1.4143, -2.3064], [4.5016, -0.8895, -2.2419], [3.2698, 1.8430, -2.5904], [5.5134, -0.4399, -0.2797], [3.7007, 1.0919, 1.4998], [3.6403, 2.6137, -0.3408], [5.2240, -0.6579, 1.4480], [3.7558, -2.3854, 1.1335], [1.8439, -2.3420, -0.1504], [4.5587, -2.5176, -0.4096], [3.3506, -0.3164, -3.4415], [1.5005, -1.0706, -2.2428], [0.9265, 1.1905, 1.1628], [-0.4967, -2.3184, 0.6699], [1.4860, -0.4272, 2.0017], [0.6574, -1.8003, 1.9996], [1.4649, -0.1014, 3.0494], [2.5319, -0.5961, 1.7203], [1.3873, -2.6211, 2.0571], [0.0908, -1.8084, 2.9471], [-1.9794, -2.9408, 1.4896], [-2.8049, -2.9636, 0.7627], [-2.2660, -2.3107, 2.3378], [-1.7620, -3.9654, 1.8345], [-0.1080, -3.6201, -0.5460], [0.3000, -4.4945, -0.0168], [0.6104, -3.2631, -1.3006], [-1.0278, -3.8883, -1.0919], [1.5091, 2.5908, 2.0907], [1.0562, 3.5036, 1.6805], [2.5960, 2.6608, 2.0068], [1.2018, 2.4725, 3.1322], [1.2379, 1.4622, -0.6418], [0.3800, 1.5514, -1.3610], [1.8278, 0.5726, -0.9384], [1.7368, 2.4365, -0.7852], [-3.0702, 0.8471, 5.0449], [-3.0079, 0.3399, 3.7938], [-2.9654, -1.0264, 3.8780], [-4.1377, 0.7039, 3.1151], [-1.4762, 0.9309, 2.8749], [-1.5867, 2.3552, 2.6548], [-0.4439, 0.5008, 3.8049], [-1.4791, 0.1604, 1.5694]], "atomic_forces_ev_per_a": [[-5.820, 0.100, 1.204], [0.059, -0.894, -0.281], [0.242, -0.498, 1.700], [0.813, -0.517, -0.601], [0.511, 0.225, -0.552], [0.256, 1.352, 0.256], [-0.219, 0.599, 0.291], [0.021, 0.077, 0.027], [-0.162, -0.082, -0.399], [0.429, -0.198, 0.126], [0.229, 0.060, 0.339], [-0.232, -0.056, -0.001], [-0.031, 0.109, -0.080], [0.160, -0.118, 0.081], [-0.045, -0.066, 0.493], [0.200, -0.086, 0.035], [-0.085, -0.084, -0.347], [-0.079, 0.031, -0.116], [-0.030, -0.754, -0.167], [0.429, 0.051, 0.336], [0.030, 0.237, -0.279], [-0.190, -0.017, 0.026], [-0.031, 0.127, -0.731], [0.250, -0.083, -0.019], [-0.152, 0.216, -0.003], [-0.084, -0.266, 0.003], [0.902, 1.514, -0.024], [1.876, -0.412, 0.856], [0.386, 0.418, -0.616], [-0.087, 0.229, -0.411], [1.024, -1.999, 0.627], [-0.121, -0.333, -2.160], [0.601, 0.160, 0.671], [0.299, -0.966, -0.536], [-0.514, -0.157, 0.159], [-0.512, -0.017, 0.135], [0.184, -0.128, 0.199], [-0.401, 0.007, 0.431], [0.353, 0.168, -0.227], [-0.560, -0.308, 0.011], [-0.161, 0.127, -0.372], [-0.025, 0.068, -0.192], [-0.022, 0.375, -0.075], [-0.386, 0.095, 0.029], [0.196, 0.040, 0.394], [0.117, 0.008, 0.430], [-0.191, -0.036, 0.142], [-0.977, 1.715, -1.219], [0.521, -0.430, -0.708], [0.860, -0.259, 0.556], [0.014, 0.089, -0.317], [-0.592, -0.156, 0.263], [0.116, 0.330, 0.355], [0.072, -0.073, -0.522], [-0.153, -0.127, 0.081], [0.275, -0.100, 0.267], [0.156, -0.208, -0.331], [-0.196, 0.302, -0.073], [0.787, -0.424, 0.271], [-0.141, -0.005, -0.473], [-0.237, -0.290, 0.325], [0.193, 0.119, 0.515], [0.035, 0.674, 0.097], [0.017, -0.244, 0.155], [-0.109, 0.032, 0.089], [0.003, 0.013, -0.111], [1.518, 0.661, -0.427], [-0.328, 0.120, 0.514], [0.137, 1.408, -0.364], [-0.331, -0.803, 0.059], [0.297, -0.587, -1.844], [-0.999, -0.168, 0.414], [-0.127, 1.517, -0.084], [1.210, -0.438, 0.847], [-0.047, 0.267, 0.515], [-0.130, -0.875, 0.009], [-0.458, 0.151, -0.821], [-0.812, -0.530, 1.147]], "homo_ev": [-14.27, -14.28], "charge": 2, "max_force_ev_per_a": 5.9, "gap_ev": [6.82, 6.98], "multiplicity": 1, "e_tot_ev": -93425.691}

Record 2
{"formula": "C11H16OS", "method": "wB97M-V/def2-TZVPD", "species": ["O", "C", "C", "C", "C", "C", "C", "S", "H", "H", "H", "H", "H", "H", "C", "C", "C", "C", "C", "H", "H", "H", "H", "H", "H", "H", "H", "H", "H"], "xyz": [[1.8081, 1.3416, -1.9415], [1.6790, 0.4068, -0.9449], [2.1091, -0.8910, -1.1521], [2.0778, -1.7301, -0.0605], [1.8719, -1.2716, 1.2655], [1.3354, 0.0147, 1.4149], [1.3103, 0.8969, 0.3718], [0.9763, 2.6407, 0.5664], [1.3736, 2.1162, -1.6498], [2.3254, -1.1732, -2.1883], [2.4805, -2.7416, -0.0334], [1.9640, -1.9990, 2.0755], [1.1313, 0.2877, 2.5424], [1.6420, 2.7239, 1.7286], [-0.9894, 1.4385, -1.3350], [-1.2608, 0.5979, -0.3499], [-1.9034, 0.9994, 0.9279], [-1.0320, -0.8489, -0.6435], [-2.2049, -1.6821, 0.0065], [-1.4372, 2.3901, -1.3187], [-0.6047, 0.8517, -2.2081], [-1.2999, 1.5836, 1.7051], [-2.7706, 1.5906, 0.8722], [-2.1461, 0.1141, 1.5804], [-1.0549, -0.8162, -1.6827], [-0.1051, -1.2498, -0.1826], [-2.4057, -2.4453, -0.7131], [-1.8027, -2.1220, 1.0475], [-3.0674, -1.0237, 0.2995]], "atomic_forces_ev_per_a": [[0.617, -2.396, -0.393], [0.945, 1.914, 1.321], [-0.923, 0.624, -0.610], [1.810, -0.782, 2.427], [-1.194, -0.291, -2.018], [0.789, -0.355, 3.685], [0.723, -0.327, -1.494], [0.118, -0.373, 0.403], [-0.646, 1.581, 0.312], [0.129, -0.147, 0.573], [-0.233, 0.022, -0.889], [-0.093, 0.516, -0.145], [0.136, 0.024, -2.527], [0.117, 0.154, -0.117], [-0.691, -1.933, -1.038], [-0.294, 0.353, 0.534], [1.353, -0.863, 3.369], [-0.877, -0.371, 3.555], [1.477, 0.565, 2.003], [0.172, 1.372, -0.427], [-0.398, 1.791, 0.231], [-0.021, -0.484, -1.547], [-1.313, 0.664, -0.614], [-0.020, 0.753, -0.874], [0.237, -1.201, -1.755], [-0.748, 0.395, -0.795], [-0.743, -0.808, 0.063], [-0.990, 0.656, -2.407], [0.564, -1.054, -0.829]], "homo_ev": -8.23, "charge": 0, "de_lowest_kcal_mol": 55.52, "max_force_ev_per_a": 3.8, "gap_ev": 8.82, "multiplicity": 1, "e_tot_ev": -24546.315}

Record 3
{"formula": "C5H12N2O", "method": "wB97M-V/def2-TZVPD", "species": ["C", "C", "C", "C", "N", "N", "C", "O", "H", "H", "H", "H", "H", "H", "H", "H", "H", "H", "H", "H"], "xyz": [[-1.3538, 0.0090, 1.7631], [-0.9170, -0.3471, 0.3389], [0.4747, 0.2170, -0.0969], [0.2457, 0.7716, -1.6024], [-0.3258, 2.1254, -1.5508], [1.5242, -0.8418, 0.2239], [1.3968, -2.1847, 0.5252], [2.4037, -2.8015, 0.8217], [-0.9333, -0.6738, 2.4783], [-2.3923, 0.0553, 2.0020], [-0.9944, 1.0106, 2.0221], [-1.0345, -1.4377, 0.2513], [-1.7328, -0.0616, -0.4212], [0.9110, 1.1195, 0.4340], [1.1547, 0.6712, -2.1448], [-0.6062, 0.1923, -2.1995], [0.4620, 2.8780, -1.7353], [-1.0765, 2.3323, -2.1798], [2.3445, -0.4432, 0.5918], [0.4495, -2.5911, 0.4786]], "atomic_forces_ev_per_a": [[1.039, 0.916, 0.058], [-2.022, 0.679, -0.493], [-0.449, -0.794, -0.330], [-2.409, -1.478, -0.210], [3.382, 2.086, 0.417], [-2.327, 0.630, -1.142], [3.411, 2.065, -0.179], [-0.595, -0.451, 0.219], [0.427, -0.336, 0.399], [-1.002, -0.293, -0.474], [0.116, -0.095, -0.025], [0.761, 0.272, -0.145], [1.281, 0.298, 1.209], [-1.317, -0.870, -0.220], [0.829, 0.155, -0.642], [2.134, 0.437, 1.450], [-2.292, -1.991, 0.580], [-0.127, -0.332, -0.373], [1.277, 0.158, 0.141], [-2.119, -1.055, -0.240]], "homo_ev": -9.23, "charge": 0, "de_lowest_kcal_mol": 57.09, "max_force_ev_per_a": 4.0, "gap_ev": 10.14, "multiplicity": 1, "e_tot_ev": -10405.948}